Entry from OMol25: C50H46CaGeN6OP2 as an isolated structure at a distorted geometry (ωB97M-V/def2-TZVPD).

Geometry (Å):
Ca: -0.466810 1.005978 -1.029191
C: 0.963552 -1.064475 3.432270
C: 1.956532 -0.153704 2.671695
P: 2.367249 -0.770016 0.950312
C: 3.647164 -2.032392 1.603984
C: 3.522606 -3.386251 1.308226
C: 4.420376 -4.321914 1.806554
C: 5.480371 -3.914904 2.600160
C: 5.649848 -2.562879 2.867441
C: 4.745772 -1.638304 2.370362
C: 3.716974 0.331352 0.368652
C: 4.016648 1.588208 0.878788
C: 4.986649 2.376650 0.275637
C: 5.663273 1.920675 -0.843732
C: 5.370550 0.666645 -1.362802
C: 4.407761 -0.119668 -0.755813
C: -0.340380 -1.415401 2.671149
P: -0.201569 -3.144755 2.007196
C: -1.413061 -3.214758 0.639308
C: -1.094236 -4.011715 -0.456134
C: -2.032718 -4.251989 -1.446416
C: -3.290586 -3.676271 -1.356037
C: -3.609346 -2.863196 -0.279193
C: -2.678077 -2.637925 0.719771
C: -1.257758 -4.000940 3.265974
C: -1.069890 -3.733553 4.623960
C: -1.798437 -4.402381 5.594379
C: -2.721547 -5.371047 5.229843
C: -2.895575 -5.671693 3.886967
C: -2.160897 -5.005818 2.918022
H: 0.703662 -0.571148 4.372956
H: 1.490867 -1.994637 3.678364
H: 2.871619 -0.062903 3.260913
H: 1.491176 0.823276 2.548684
H: 2.704077 -3.705702 0.678639
H: 4.290538 -5.373194 1.576998
H: 6.176845 -4.641598 3.002131
H: 6.490381 -2.230374 3.466326
H: 4.904051 -0.584327 2.570533
H: 3.476426 1.968250 1.737022
H: 5.197592 3.363627 0.668373
H: 6.410620 2.544671 -1.317979
H: 5.887029 0.309764 -2.245423
H: 4.163787 -1.097614 -1.156941
H: -0.476129 -0.746569 1.819756
H: -1.208731 -1.346735 3.329618
H: -0.104271 -4.445831 -0.529641
H: -1.787702 -4.877735 -2.293146
H: -4.018609 -3.844967 -2.139222
H: -4.589784 -2.408336 -0.214388
H: -2.938963 -2.023437 1.573434
H: -0.349531 -2.983180 4.925981
H: -1.646552 -4.166767 6.641086
H: -3.304307 -5.882665 5.985645
H: -3.612446 -6.428721 3.592566
H: -2.304954 -5.253230 1.874193
N: -5.764128 -1.113520 -9.578395
C: -5.196428 -0.931422 -8.588113
C: -4.495072 -0.702933 -7.386768
C: -3.178309 -0.200356 -7.402063
C: -2.493474 0.001419 -6.230600
C: -3.076989 -0.258235 -4.969510
C: -4.402946 -0.746358 -4.972234
C: -5.088881 -0.972820 -6.138970
C: -2.334417 -0.046266 -3.742652
C: -3.022499 0.577903 -2.646311
C: -4.287057 1.208581 -2.706254
C: -4.603237 1.611539 -1.409088
C: -3.516654 1.245016 -0.618329
N: -2.564953 0.633979 -1.347478
C: -0.991693 -0.528392 -3.708745
C: -0.385736 -1.427217 -4.622874
C: 0.905951 -1.661186 -4.160057
C: 1.040779 -0.908861 -2.991846
N: -0.088989 -0.245866 -2.714664
H: -2.716842 0.028360 -8.355367
H: -1.492171 0.408433 -6.252915
H: -4.864641 -0.986544 -4.024476
H: -6.093510 -1.377766 -6.113970
H: -4.877120 1.392558 -3.588552
H: -5.507091 2.101363 -1.080272
H: -3.384136 1.381536 0.447553
H: -0.853895 -1.883666 -5.480958
H: 1.654712 -2.298612 -4.605805
H: 1.895339 -0.820080 -2.336249
O: 1.087275 0.945045 0.210206
N: 1.032166 2.305628 0.515109
C: 1.695557 3.128079 -0.416472
C: 2.077946 4.412160 -0.028987
N: 2.411749 5.476935 0.291004
C: 1.690004 2.811566 -1.769542
N: 1.628929 2.598604 -2.910327
C: -2.326355 4.165824 2.859900
Ge: -0.540428 3.285706 2.762889
C: -0.599088 1.892651 4.192521
C: 0.738953 4.629710 3.523744
C: -0.250171 2.782879 0.893594
H: -2.455961 4.669230 3.818508
H: -3.129825 3.438920 2.742942
H: -2.438178 4.912609 2.073835
H: -1.055562 2.318587 5.086519
H: 0.401204 1.555359 4.458764
H: -1.185239 1.027222 3.886177
H: 0.378089 4.994292 4.486518
H: 0.855845 5.479181 2.852302
H: 1.724789 4.188481 3.670505
H: -0.493646 3.703364 0.341498

Forces on atoms 1 to 3 (eV/Å):
Ca -1.11 1.53 -0.54
C 0.26 0.00 -0.21
C -0.46 -0.15 -0.23

Properties
total charge	-2
HOMO energy (alpha / beta)	-2.10 / -0.53	eV
relative energy (zero: lowest compared OMol25 entry of this formula, charge and spin)	39.4	kcal per mole
E_LUMO (alpha / beta)	3.833 / 3.833	eV